Record 1
{"formula": "C10H12O4S", "method": "ωB97M-V with the def2-TZVPD basis set", "elements": ["C", "C", "C", "C", "C", "C", "C", "C", "C", "C", "O", "O", "O", "O", "S", "H", "H", "H", "H", "H", "H", "H", "H", "H", "H", "H", "H"], "positions_angstrom": [[-0.5193, -3.0065, -1.9038], [0.6215, -2.9395, -1.1158], [-0.8902, -1.8335, -2.5496], [1.3204, -1.7523, -0.8725], [-0.3573, -0.6158, -2.3303], [0.8599, -0.5681, -1.5211], [1.4300, 0.6030, -1.2918], [-0.4678, 2.5860, 0.3144], [1.0609, -0.3835, 2.2545], [-0.6404, 1.1566, 0.4190], [2.0274, 1.5392, -0.9631], [-0.5637, 1.5907, 2.9480], [-1.6078, -0.4720, 2.1723], [-1.6544, 0.5592, -0.2872], [-0.5006, 0.4984, 2.0771], [-1.1559, -3.8596, -2.0565], [0.9434, -3.9104, -0.5228], [-1.7702, -1.7036, -3.0563], [2.2717, -1.7771, -0.4879], [-0.7968, 0.2063, -2.8636], [-0.6279, 2.8768, 1.3637], [0.5694, 2.7552, -0.0503], [-1.2119, 3.0744, -0.2640], [1.8928, 0.2641, 2.4854], [1.1058, -0.8880, 3.1967], [1.2079, -1.0618, 1.4658], [-2.0442, -0.0821, 0.3155]], "homo_energy_ev": [-7.88, -6.63], "energy_ev": -29584.3702}

Record 2
{"formula": "C3H11NO2", "method": "ωB97M-V with the def2-TZVPD basis set", "elements": ["C", "C", "C", "N", "H", "H", "H", "H", "H", "H", "H", "H", "H", "O", "H", "H", "O"], "positions_angstrom": [[1.2180, 2.3316, 0.3948], [0.5298, 0.9149, 0.1338], [1.7154, -0.5785, 1.5750], [1.3361, -0.3235, 0.2424], [0.7030, 3.1491, -0.1710], [2.3992, 2.3060, 0.2026], [1.1443, 2.5180, 1.4505], [-0.3083, 0.8142, 0.8505], [0.3559, 0.7968, -0.9922], [1.3582, 0.0493, 2.4769], [2.4656, -1.3864, 1.9180], [-0.3228, -0.9928, -1.2081], [-0.9789, -0.6737, -2.4379], [-1.1770, -0.7971, -1.5494], [-2.7730, -2.6571, -1.2677], [-4.2282, -2.5801, -0.9697], [-3.4373, -2.8908, -0.6484]], "smiles": "C=NCC.O.O", "homo_energy_ev": -10.24, "energy_ev": -8871.8536}

Record 3
{"formula": "C3H6N2O2", "method": "ωB97M-V with the def2-TZVPD basis set", "elements": ["C", "C", "C", "N", "N", "O", "O", "H", "H", "H", "H", "H", "H"], "positions_angstrom": [[1.3842, -1.1244, 1.6194], [2.3215, -0.4435, 1.0282], [-1.6810, 1.0019, -1.3776], [0.4765, 0.5953, -0.6799], [1.6484, 0.7558, -0.6808], [2.5640, 1.3831, -1.1719], [-0.2302, 1.2276, -1.6719], [1.3537, -1.5439, 2.6304], [0.3440, -1.1185, 1.0753], [3.3837, -0.3457, 1.2545], [-2.0233, 1.6748, -2.1633], [-1.8811, 1.4108, -0.3514], [-1.9467, -0.0745, -1.4612]], "homo_energy_ev": [-9.05, -9.05], "energy_ev": -10275.3797}

Record 4
{"formula": "C4H5N3", "method": "ωB97M-V with the def2-TZVPD basis set", "elements": ["N", "C", "C", "N", "C", "N", "C", "H", "H", "H", "H", "H"], "positions_angstrom": [[1.7543, -0.1645, 1.4454], [1.0290, 0.6662, 0.6203], [-0.4463, -1.7691, 0.2861], [-1.2331, -1.9024, -0.5445], [-2.1010, 0.3795, -1.9063], [-1.8753, 1.4986, -1.7442], [0.3422, 1.5123, 0.1066], [2.4562, -0.6925, 0.9285], [2.2091, 0.4613, 2.1071], [0.3023, -1.6300, 1.0566], [-2.2622, -0.6822, -1.9917], [-0.1752, 2.3228, -0.3639]], "smiles": "C#CN.C#N.C#N", "homo_energy_ev": -9.44, "energy_ev": -8695.5015}

Record 5
{"formula": "C19H37BBrN6O7S", "method": "ωB97M-V with the def2-TZVPD basis set", "elements": ["C", "C", "Br", "C", "N", "C", "N", "O", "N", "C", "C", "O", "O", "C", "C", "B", "O", "N", "C", "C", "C", "C", "C", "O", "C", "N", "S", "C", "O", "O", "H", "H", "H", "H", "H", "H", "H", "H", "H", "H", "H", "H", "H", "H", "H", "H", "H", "H", "H", "H", "H", "H", "H", "H", "H", "H", "H", "H", "H", "H", "H", "H", "N", "C", "C", "C", "C", "H", "H", "H", "H", "H"], "positions_angstrom": [[1.9424, 5.4321, 0.5314], [1.0089, 4.2911, 0.1723], [-0.8334, 4.9306, 0.4571], [1.2462, 3.1505, 1.1561], [0.7264, 1.8825, 0.6512], [-0.4039, 1.3260, 1.1077], [-1.1773, 1.8774, 2.0115], [-2.3050, 1.2595, 2.5041], [-0.5865, 0.0942, 0.5316], [-1.8717, -0.2068, -0.0791], [-2.0854, -1.6755, -0.3923], [-2.5702, -2.0547, -1.4492], [-1.7652, -2.5441, 0.5820], [0.6461, -0.2220, -0.2291], [1.1402, -1.6777, -0.0619], [0.5396, 0.0995, -1.8353], [-0.0560, 1.2999, -2.1654], [1.0533, -0.8308, -2.8319], [-0.0909, -1.5819, -3.4438], [1.6715, 0.0100, -3.9132], [1.6607, 0.7458, 0.4855], [1.9843, 0.2250, 1.9156], [3.3373, -0.4881, 2.1628], [4.2555, 0.3565, 2.8243], [3.1462, -1.7490, 3.0236], [2.3935, -1.5436, 4.2609], [3.1134, 1.2812, -0.4854], [3.8522, -0.0834, -1.3493], [4.0991, 1.7977, 0.4193], [2.6568, 2.2611, -1.4372], [2.9608, 5.1763, 0.2560], [1.6235, 6.3747, 0.1109], [1.9455, 5.5430, 1.6148], [1.1383, 3.9583, -0.8468], [0.7899, 3.4693, 2.0893], [2.3127, 3.1151, 1.3604], [-0.9839, 2.7855, 2.4068], [-3.0267, 1.5229, 1.9166], [-2.6834, 0.0130, 0.6067], [-2.0847, 0.3875, -0.9614], [-1.4839, -2.0763, 1.3769], [2.2152, -1.7345, -0.0016], [0.7236, -2.3419, -0.8044], [0.7717, -2.0402, 0.8949], [-0.7857, 1.1779, -2.7809], [-1.0590, -1.1019, -3.2875], [0.0425, -1.6770, -4.5115], [-0.1507, -2.5634, -2.9868], [2.3719, -0.6171, -4.4541], [2.1973, 0.8601, -3.4938], [0.9340, 0.3814, -4.6192], [1.9490, 1.0447, 2.6262], [1.2164, -0.4686, 2.2322], [3.8238, -0.8249, 1.2550], [3.9402, 0.5458, 3.7097], [4.1454, -2.1150, 3.2392], [2.6457, -2.5249, 2.4484], [2.2777, -0.5756, 4.5186], [1.4885, -1.9801, 4.2248], [4.2789, 0.3559, -2.2444], [4.6511, -0.4939, -0.7472], [3.1565, -0.8629, -1.6432], [-5.7150, -2.7127, -0.8486], [-6.3413, -3.4214, 0.1424], [-7.6416, -3.6140, -0.2370], [-7.8070, -3.0011, -1.5087], [-6.6019, -2.4562, -1.8596], [-4.7548, -2.4275, -0.8400], [-5.8096, -3.7268, 1.0273], [-8.3916, -4.1376, 0.3308], [-8.7076, -2.9672, -2.0976], [-6.2998, -1.9117, -2.7375]], "total_charge": 1, "homo_energy_ev": -9.90, "energy_ev": -125122.3841}

Record 6
{"formula": "C16H34OP2Ru", "method": "ωB97M-V with the def2-TZVPD basis set", "elements": ["P", "P", "C", "C", "H", "H", "H", "H", "C", "H", "H", "H", "C", "H", "H", "H", "C", "H", "H", "H", "C", "H", "H", "H", "Ru", "C", "C", "C", "C", "C", "C", "C", "C", "C", "H", "H", "H", "H", "H", "H", "H", "H", "H", "H", "H", "H", "H", "H", "H", "C", "O", "H", "H", "H"], "positions_angstrom": [[-0.2100, -1.5602, -2.1514], [0.2066, 1.6899, -2.0098], [-0.3728, -0.5289, -3.6998], [0.3783, 0.8060, -3.6346], [-1.4480, -0.3715, -3.8795], [0.0244, -1.1460, -4.5201], [1.4587, 0.6660, -3.8038], [-0.0041, 1.5070, -4.3933], [-1.4716, 2.3994, -2.2785], [-1.6993, 3.1056, -1.4701], [-2.2408, 1.6164, -2.2797], [-1.4711, 2.9233, -3.2420], [1.2131, 3.1751, -2.3522], [0.7993, 3.6810, -3.2380], [2.2581, 2.8849, -2.5328], [1.1688, 3.8438, -1.4801], [-1.1173, -3.0646, -2.6634], [-1.0169, -3.8151, -1.8675], [-0.7002, -3.4616, -3.5996], [-2.1831, -2.8356, -2.7976], [1.5101, -2.1174, -2.4988], [2.2196, -1.2806, -2.4470], [1.5355, -2.5583, -3.5057], [1.8011, -2.8711, -1.7582], [0.0692, -0.3608, 2.9616], [0.7678, 1.5308, 1.8541], [-0.6282, 1.3994, 1.8180], [-1.4911, 0.8502, 0.7086], [-1.7742, -0.6722, 0.6754], [-0.7661, -1.5058, 1.3984], [0.6504, -1.3541, 1.2330], [1.2667, -0.3550, 0.2852], [1.7538, 0.9810, 0.8878], [0.2039, -2.0881, 4.0228], [1.1754, 2.2661, 2.5543], [-1.1894, 2.0578, 2.5026], [-1.0784, 1.1496, -0.2678], [-2.4642, 1.3665, 0.7617], [-2.7733, -0.8356, 1.1108], [-1.8544, -1.0075, -0.3763], [-1.1006, -2.4869, 1.7403], [1.2431, -2.2369, 1.4915], [0.4951, -0.0833, -0.4620], [2.0895, -0.8421, -0.2580], [2.7278, 0.8242, 1.3793], [1.9590, 1.6982, 0.0718], [1.0919, -1.9933, 4.6775], [0.2667, -3.0252, 3.4430], [-0.6986, -2.1209, 4.6649], [-0.1334, 0.8142, 5.9247], [0.0931, 0.7737, 4.5456], [-0.9893, 1.4888, 6.0710], [0.7719, 1.2659, 6.3498], [-0.3226, -0.1863, 6.3338]], "total_charge": 2, "s_squared": 6.03, "spin_multiplicity": 5, "homo_energy_ev": [-15.27, -14.65], "energy_ev": -40329.2898}

Record 7
{"formula": "C27H56BIN4O4S2", "method": "ωB97M-V with the def2-TZVPD basis set", "elements": ["C", "C", "C", "C", "C", "C", "C", "C", "N", "C", "C", "C", "C", "C", "C", "C", "C", "C", "S", "S", "C", "C", "C", "N", "C", "N", "N", "C", "B", "O", "O", "C", "C", "C", "I", "H", "H", "H", "H", "H", "H", "H", "H", "H", "H", "H", "H", "H", "H", "H", "H", "H", "H", "H", "H", "H", "H", "H", "H", "H", "H", "H", "H", "H", "H", "H", "H", "H", "H", "H", "H", "H", "H", "H", "H", "H", "H", "H", "H", "H", "H", "H", "H", "H", "H", "H", "H", "H", "C", "C", "O", "O", "H", "H", "H"], "positions_angstrom": [[5.1625, -0.2351, 2.4972], [5.4946, -1.2439, 1.3922], [4.3173, -2.1840, 1.0535], [4.5500, -3.6393, 1.4772], [3.2912, -4.5029, 1.5618], [2.6184, -4.7727, 0.2099], [1.6543, -3.6596, -0.2303], [1.9047, -3.1735, -1.6487], [1.1610, -1.9290, -1.9578], [2.0535, -0.7859, -2.2173], [1.5215, 0.5547, -1.7049], [2.6004, 1.3489, -0.9747], [2.0830, 2.5895, -0.2500], [3.0674, 3.0824, 0.8182], [3.0117, 4.5958, 1.0607], [3.2859, 4.9708, 2.5170], [2.1117, 4.5974, 3.4477], [0.0886, -2.0262, -2.8000], [-0.4125, -0.9069, -3.8706], [-0.9162, -3.5199, -2.5993], [-2.1311, -2.8539, -1.4209], [-2.6907, -1.4944, -1.8780], [-4.1889, -1.3023, -1.6597], [-4.4726, -0.6705, -0.3552], [-4.4408, 0.6793, -0.2798], [-4.1956, 1.4929, -1.3977], [-4.6693, 1.2810, 0.8660], [-4.7367, 2.7605, 0.9404], [-3.3030, 3.4732, 1.0623], [-2.6549, 3.4168, 2.2634], [-2.7738, 4.1659, 0.0172], [-4.9285, 0.5175, 2.0877], [-3.8549, -0.4453, 2.6380], [-3.9338, -0.4740, 4.1569], [-1.8383, -0.0385, 2.0071], [5.2642, -0.6987, 3.4825], [4.1321, 0.1219, 2.4129], [5.8342, 0.6249, 2.4770], [6.3192, -1.8703, 1.7469], [5.8369, -0.7231, 0.4958], [3.4057, -1.8070, 1.5316], [4.1377, -2.1357, -0.0261], [5.2561, -4.1083, 0.7824], [5.0301, -3.6248, 2.4629], [2.5730, -4.0477, 2.2538], [3.5847, -5.4680, 1.9868], [2.0632, -5.7108, 0.2757], [3.3918, -4.8953, -0.5583], [1.7721, -2.7871, 0.4219], [0.6091, -3.9691, -0.1384], [1.6754, -3.9600, -2.3690], [2.9688, -2.9527, -1.7494], [2.3084, -0.7417, -3.2833], [2.9800, -0.9962, -1.6789], [0.6942, 0.3477, -1.0138], [1.1349, 1.1390, -2.5411], [3.1275, 0.6901, -0.2715], [3.3347, 1.6695, -1.7247], [1.9361, 3.3887, -0.9840], [1.1125, 2.3589, 0.2056], [2.8639, 2.5609, 1.7603], [4.0740, 2.8100, 0.4830], [3.7143, 5.1062, 0.3966], [2.0047, 4.9505, 0.8064], [3.4590, 6.0467, 2.5812], [4.1823, 4.4450, 2.8581], [1.6380, 5.4863, 3.8674], [2.4218, 3.9672, 4.2823], [1.3289, 4.0611, 2.8982], [-1.7114, -2.8311, -0.4110], [-2.9276, -3.6036, -1.4227], [-2.1706, -0.7222, -1.2938], [-2.4422, -1.3224, -2.9227], [-4.6667, -0.7455, -2.4636], [-4.6895, -2.2730, -1.6321], [-3.8749, -1.0976, 0.3474], [-4.9444, 1.4585, -2.0866], [-3.3425, 1.1803, -1.8595], [-5.3059, 3.1299, 0.0900], [-5.3227, 2.9970, 1.8300], [-1.7019, 3.3056, 2.1684], [-3.1403, 3.9084, -0.8368], [-5.8203, -0.0960, 1.9052], [-5.1829, 1.2404, 2.8583], [-4.0476, -1.4521, 2.2687], [-3.2441, -1.2152, 4.5611], [-4.9423, -0.7660, 4.4656], [-3.6834, 0.4972, 4.5864], [-3.4642, -0.3210, -5.3896], [-4.3250, 0.2680, -6.5408], [-4.0776, 1.4523, -6.8544], [-5.1760, -0.5168, -7.0099], [-2.7463, 0.4142, -5.0188], [-4.1272, -0.6277, -4.5699], [-2.9282, -1.2082, -5.7296]], "homo_energy_ev": -5.96, "energy_ev": -73505.7363}

Record 8
{"formula": "C4H10NO3", "method": "ωB97M-V with the def2-TZVPD basis set", "elements": ["C", "C", "N", "C", "C", "O", "O", "H", "H", "H", "H", "H", "H", "H", "H", "H", "H", "O"], "positions_angstrom": [[-1.1571, 0.0254, -0.4083], [-1.2728, 1.2206, 0.5519], [0.0247, 1.6720, 1.3727], [-0.0680, 0.6315, 2.0982], [1.0509, -2.2884, -1.6010], [2.0566, -1.5622, -1.7605], [0.6076, -3.2150, -2.3001], [-1.0999, -0.9224, 0.1211], [-2.0194, 0.0283, -1.0726], [-0.2416, 0.1116, -0.9908], [-2.1530, 1.1359, 1.1933], [-1.4289, 2.0883, -0.0886], [-0.3645, 0.6938, 3.1708], [0.4155, -0.3359, 1.8607], [0.5223, -2.1996, -0.6049], [1.2802, 1.3604, 0.0344], [1.9702, 0.2952, -0.8425], [1.8772, 1.2607, -0.7338]], "total_charge": -1, "homo_energy_ev": -4.25, "energy_ev": -11940.5859}